1.
The following is a quantum chemistry calculation of a molecular structure, C25H35MgN5O, from the Open Molecules 2025 dataset.

The net charge is +2. The calculation puts the lowest unoccupied orbital energy at -7.348 eV. The energy above the lowest of the compared OMol25 structures with the same formula, charge and spin is 50.89 kcal per mole. The orbital gap comes out at 6.73 eV.

Cartesian coordinates (Å):
Mg 1.346 0.389 0.749
C 0.015 4.471 1.725
C 0.380 3.160 1.105
N 0.934 2.203 1.742
C 1.311 2.257 3.147
C 1.149 0.851 3.740
N 1.652 -0.223 2.841
C 3.094 -0.551 2.989
C 3.984 0.251 2.040
N 3.483 0.220 0.648
C 3.708 -1.057 -0.086
C 2.492 -1.991 -0.025
N 1.211 -1.335 -0.336
C 0.749 -1.352 -1.587
C 1.453 -2.221 -2.623
C 0.473 1.319 -2.049
C -0.004 2.246 -3.005
C -0.387 3.489 -2.595
C -0.302 3.830 -1.232
C 0.159 2.887 -0.357
N 0.527 1.636 -0.754
H 0.917 4.999 2.041
H -0.594 4.305 2.615
H -0.540 5.117 1.055
H 0.724 2.961 3.739
H 2.352 2.586 3.207
H 0.084 0.666 3.886
H 1.629 0.803 4.719
H 1.126 -1.059 3.068
H 3.213 -1.613 2.781
H 3.429 -0.392 4.016
H 5.002 -0.140 2.107
H 4.020 1.297 2.346
H 3.944 0.964 0.138
H 4.594 -1.572 0.295
H 3.900 -0.800 -1.128
H 2.392 -2.399 0.983
H 2.703 -2.846 -0.666
H 1.268 -3.277 -2.417
H 2.524 -2.036 -2.612
H 1.096 -1.985 -3.621
H -0.030 1.943 -4.042
H -0.745 4.217 -3.311
H -0.579 4.820 -0.906
C -5.882 -2.554 0.056
C -4.543 -2.136 -0.440
C -4.270 -2.107 -1.810
C -3.044 -1.735 -2.292
C -2.848 -1.725 -3.783
C -1.969 -1.407 -1.346
C -0.724 -1.366 -1.923
O 0.903 0.152 -2.480
C -2.317 -1.313 0.063
C -1.386 -0.746 1.080
C -3.560 -1.705 0.468
H -6.442 -3.103 -0.697
H -6.459 -1.663 0.323
H -5.794 -3.154 0.962
H -5.051 -2.389 -2.504
H -3.810 -1.832 -4.279
H -2.225 -2.562 -4.104
H -2.390 -0.801 -4.136
H -0.784 -1.464 -2.996
H -0.420 -1.257 1.009
H -1.805 -0.828 2.081
H -1.230 0.317 0.858
H -3.809 -1.658 1.521

Charges computed using Mulliken, reported in e: number 1, Mg, carries 1.41; number 2, C, carries -1.95; number 3, C, carries 0.91; number 4, N, carries 0.16; number 5, C, carries -0.60; number 6, C, carries -1.14; number 7, N, carries -0.34; number 8, C, carries -0.80; number 9, C, carries -0.78; number 10, N, carries -0.74; number 11, C, carries -0.83; number 12, C, carries -1.08; number 13, N, carries -0.48; number 14, C, carries 1.13; number 15, C, carries -2.19; number 16, C, carries 0.32; number 17, C, carries -0.91; number 18, C, carries -0.64; number 19, C, carries -0.79; number 20, C, carries 0.53; number 21, N, carries 0.48; number 22, H, carries 0.37; number 23, H, carries 0.41; number 24, H, carries 0.42; number 25, H, carries 0.64; number 26, H, carries 0.21; number 27, H, carries 0.42; number 28, H, carries 0.44; number 29, H, carries 0.31; number 30, H, carries 0.37; number 31, H, carries 0.48; number 32, H, carries 0.49; number 33, H, carries 0.41; number 34, H, carries 0.24; number 35, H, carries 0.48; number 36, H, carries 0.43; number 37, H, carries 0.45; number 38, H, carries 0.60; number 39, H, carries 0.42; number 40, H, carries 0.46; number 41, H, carries 0.54; number 42, H, carries 0.58; number 43, H, carries 0.46; number 44, H, carries 0.35; number 45, C, carries -1.55; number 46, C, carries 0.58; number 47, C, carries -1.00; number 48, C, carries 0.82; number 49, C, carries -1.83; number 50, C, carries 1.34; number 51, C, carries -0.90; number 52, O, carries -0.54; number 53, C, carries 0.78; number 54, C, carries -0.34; number 55, C, carries -1.11; number 56, H, carries 0.41; number 57, H, carries 0.35; number 58, H, carries 0.41; number 59, H, carries 0.42; number 60, H, carries 0.44; number 61, H, carries 0.37; number 62, H, carries 0.39; number 63, H, carries 0.17; number 64, H, carries 0.00; number 65, H, carries 0.52; number 66, H, carries 0.13; number 67, H, carries 0.48

2.
The following is a quantum chemistry calculation of a gas-phase ion, C25H35N2 (charge +1), from the Open Molecules 2025 dataset.

Its SMILES is c1ccc(CCN(Cc2ccccc2)[C@H]2CC[N@H+](C3CCCC3)CC2)cc1. The net charge is +1. The calculation puts the lowest unoccupied orbital energy at -2.030 eV. The energy above the lowest of the compared OMol25 structures with the same formula, charge and spin is 1.11 kcal per mole. The orbital gap comes out at 9.47 eV.

Cartesian coordinates (Å):
C 2.007 -5.180 -1.517
C 1.205 -5.417 -0.414
C 0.403 -4.409 0.089
C 0.389 -3.152 -0.503
C 1.198 -2.925 -1.608
C 2.000 -3.932 -2.116
H 2.617 -3.742 -2.981
H 1.190 -1.957 -2.093
C -0.457 -2.052 0.080
H -1.396 -2.469 0.439
H -0.693 -1.308 -0.684
C 0.314 -1.385 1.227
N -0.290 -0.117 1.659
C 0.557 0.661 2.597
C 0.018 2.100 2.707
C 0.297 2.866 1.403
H -0.587 3.422 1.088
N 0.664 1.895 0.351
H 0.021 1.027 0.571
C 2.010 1.368 0.659
C 2.001 0.810 2.092
H 2.508 1.496 2.771
H 2.546 -0.131 2.141
H 2.251 0.589 -0.063
H 2.753 2.161 0.561
C 0.435 2.391 -1.032
C 0.695 1.303 -2.089
H -0.129 1.300 -2.802
H 0.753 0.306 -1.655
C 1.977 1.727 -2.805
H 2.862 1.416 -2.248
H 2.044 1.309 -3.807
C 1.867 3.248 -2.816
H 2.816 3.738 -3.017
H 1.153 3.559 -3.578
C 1.328 3.584 -1.422
H 0.774 4.521 -1.418
H 2.160 3.690 -0.729
H -0.618 2.682 -1.060
H 1.111 3.584 1.524
H 0.507 2.594 3.546
H -1.050 2.106 2.916
H 0.569 0.192 3.590
C -1.637 -0.376 2.203
C -2.719 -0.280 1.156
C -3.647 -1.302 1.005
C -4.650 -1.211 0.056
C -4.737 -0.095 -0.759
C -3.828 0.938 -0.604
C -2.832 0.846 0.351
H -2.149 1.672 0.488
H -3.902 1.820 -1.222
H -5.515 -0.024 -1.502
H -5.364 -2.013 -0.048
H -3.593 -2.174 1.641
H -1.666 -1.368 2.670
H -1.861 0.343 2.993
H 1.324 -1.203 0.863
H 0.388 -2.086 2.069
H -0.228 -4.601 0.946
H 1.201 -6.390 0.053
H 2.631 -5.966 -1.913

Charges computed using Mulliken, reported in e: number 1, C, carries -0.43; number 2, C, carries -0.72; number 3, C, carries -0.33; number 4, C, carries -0.31; number 5, C, carries -0.01; number 6, C, carries -0.77; number 7, H, carries 0.42; number 8, H, carries 0.39; number 9, C, carries -0.30; number 10, H, carries 0.33; number 11, H, carries 0.56; number 12, C, carries -1.36; number 13, N, carries 0.73; number 14, C, carries -0.39; number 15, C, carries -0.92; number 16, C, carries -0.70; number 17, H, carries 0.45; number 18, N, carries 0.76; number 19, H, carries -0.48; number 20, C, carries -0.55; number 21, C, carries -1.33; number 22, H, carries 0.53; number 23, H, carries 0.38; number 24, H, carries 0.42; number 25, H, carries 0.52; number 26, C, carries 0.11; number 27, C, carries -0.12; number 28, H, carries 0.48; number 29, H, carries -0.85; number 30, C, carries -0.61; number 31, H, carries 0.24; number 32, H, carries 0.48; number 33, C, carries -0.77; number 34, H, carries 0.39; number 35, H, carries 0.30; number 36, C, carries -0.77; number 37, H, carries 0.36; number 38, H, carries 0.27; number 39, H, carries 0.78; number 40, H, carries 0.52; number 41, H, carries 0.52; number 42, H, carries 0.36; number 43, H, carries 0.57; number 44, C, carries -1.55; number 45, C, carries 0.58; number 46, C, carries -0.53; number 47, C, carries -0.82; number 48, C, carries -0.53; number 49, C, carries -0.89; number 50, C, carries 0.36; number 51, H, carries 0.30; number 52, H, carries 0.42; number 53, H, carries 0.41; number 54, H, carries 0.41; number 55, H, carries 0.46; number 56, H, carries 0.34; number 57, H, carries 0.73; number 58, H, carries 0.50; number 59, H, carries 0.40; number 60, H, carries 0.42; number 61, H, carries 0.40; number 62, H, carries 0.40

3.
The following is a quantum chemistry calculation of a single C25H35N5O3 molecule, from the Open Molecules 2025 dataset.

Its SMILES is CC(C)CN(C(=O)CN1CC=C(c2ccccc2)CC1)c1c(N)n(CC(C)C)c(=O)[nH]c1=O. The net charge is 0. The calculation puts the lowest unoccupied orbital energy at 0.448 eV. The energy above the lowest of the compared OMol25 structures with the same formula, charge and spin is 39.16 kcal per mole. The orbital gap comes out at 8.59 eV.

Cartesian coordinates (Å):
C 3.704 -2.090 1.797
H 4.475 -1.500 2.288
H 3.743 -3.104 2.193
H 2.738 -1.657 2.046
C 3.931 -2.099 0.286
C 5.288 -2.722 -0.034
H 5.314 -3.763 0.285
H 5.485 -2.682 -1.102
H 6.081 -2.186 0.481
C 2.818 -2.872 -0.439
N 1.708 -2.046 -0.897
C 1.492 -1.909 -2.230
O 2.190 -2.450 -3.065
C 0.218 -1.165 -2.636
N 0.054 0.131 -2.015
C -1.333 0.541 -1.934
C -1.444 1.862 -1.242
C -0.435 2.726 -1.175
C -0.556 3.977 -0.407
C -1.146 3.960 0.857
C -1.263 5.122 1.597
C -0.796 6.322 1.088
C -0.210 6.352 -0.165
C -0.087 5.190 -0.905
H 0.360 5.232 -1.887
H 0.153 7.285 -0.570
H -0.888 7.230 1.666
H -1.717 5.087 2.576
H -1.502 3.027 1.269
C 0.885 2.430 -1.825
C 0.844 1.157 -2.670
H 1.858 0.774 -2.798
H 0.430 1.381 -3.671
H 1.193 3.266 -2.455
H 1.640 2.318 -1.044
H -2.403 2.091 -0.799
H -1.887 -0.215 -1.364
H -1.804 0.604 -2.937
H 0.223 -1.107 -3.737
H -0.625 -1.803 -2.344
C 0.924 -1.352 0.061
C -0.216 -1.926 0.562
N -0.531 -3.224 0.262
H -1.491 -3.518 0.307
H 0.014 -3.623 -0.487
N -1.030 -1.245 1.434
C -0.754 0.061 1.816
O -1.479 0.684 2.558
N 0.402 0.581 1.315
C 1.314 -0.020 0.448
O 2.318 0.575 0.122
H 0.602 1.539 1.581
C -2.205 -1.872 2.019
H -1.941 -2.887 2.326
H -2.449 -1.289 2.911
C -3.430 -1.880 1.087
C -4.470 -2.859 1.628
H -5.349 -2.867 0.989
H -4.777 -2.563 2.628
H -4.073 -3.872 1.677
C -4.026 -0.480 0.967
H -4.861 -0.481 0.271
H -4.380 -0.138 1.936
H -3.282 0.228 0.615
H -3.127 -2.207 0.084
H 2.422 -3.653 0.221
H 3.220 -3.338 -1.341
H 3.922 -1.068 -0.078

Charges computed using Mulliken, reported in e: number 1, C, carries -1.39; number 2, H, carries 0.39; number 3, H, carries 0.39; number 4, H, carries 0.28; number 5, C, carries 1.17; number 6, C, carries -1.81; number 7, H, carries 0.38; number 8, H, carries 0.45; number 9, H, carries 0.42; number 10, C, carries -1.27; number 11, N, carries 0.21; number 12, C, carries 0.99; number 13, O, carries -0.70; number 14, C, carries -1.30; number 15, N, carries 1.01; number 16, C, carries -0.92; number 17, C, carries -0.71; number 18, C, carries 0.75; number 19, C, carries 0.28; number 20, C, carries -0.28; number 21, C, carries -0.91; number 22, C, carries -0.39; number 23, C, carries -0.69; number 24, C, carries -0.44; number 25, H, carries 0.40; number 26, H, carries 0.39; number 27, H, carries 0.38; number 28, H, carries 0.43; number 29, H, carries 0.41; number 30, C, carries -0.86; number 31, C, carries -1.38; number 32, H, carries 0.42; number 33, H, carries 0.49; number 34, H, carries 0.71; number 35, H, carries 0.22; number 36, H, carries 0.67; number 37, H, carries 0.02; number 38, H, carries 0.48; number 39, H, carries 0.39; number 40, H, carries 0.44; number 41, C, carries 0.37; number 42, C, carries -0.02; number 43, N, carries -0.36; number 44, H, carries 0.18; number 45, H, carries 0.36; number 46, N, carries 0.56; number 47, C, carries 0.27; number 48, O, carries -0.63; number 49, N, carries 0.24; number 50, C, carries -0.46; number 51, O, carries -0.71; number 52, H, carries 0.39; number 53, C, carries -2.15; number 54, H, carries 0.34; number 55, H, carries 0.66; number 56, C, carries 1.41; number 57, C, carries -1.85; number 58, H, carries 0.41; number 59, H, carries 0.38; number 60, H, carries 0.41; number 61, C, carries -1.35; number 62, H, carries 0.46; number 63, H, carries 0.42; number 64, H, carries 0.00; number 65, H, carries 0.23; number 66, H, carries 0.16; number 67, H, carries 0.64; number 68, H, carries 0.14

4.
The following is a quantum chemistry calculation of a molecular structure, C25H36AsBiN5O2PS in a non-equilibrium geometry, from the Open Molecules 2025 dataset.

The net charge is +2. The calculation puts the lowest unoccupied orbital energy at -5.178 eV. The energy above the lowest of the compared OMol25 structures with the same formula, charge and spin is 20.28 kcal per mole. The orbital gap comes out at 7.42 eV.

Cartesian coordinates (Å):
Bi -1.033 0.092 -0.995
O -2.781 -0.990 0.276
C -2.441 -2.217 0.412
C -2.529 -2.749 1.713
C -2.294 -4.108 1.993
C -2.058 -4.944 0.937
C -1.973 -4.482 -0.373
C -2.091 -3.084 -0.678
C -1.982 -2.670 -2.032
N -1.760 -1.495 -2.489
C -1.674 -1.214 -3.922
C -0.291 -0.437 -4.174
N -0.099 0.555 -3.110
C 0.600 1.597 -3.324
C 1.001 2.751 -2.468
C 1.502 3.926 -3.108
C 1.799 5.044 -2.377
C 1.633 5.057 -0.976
C 1.166 3.905 -0.403
C 0.849 2.768 -1.089
O 0.419 1.714 -0.441
H -2.793 -2.056 2.502
H -2.398 -4.474 2.997
H -2.003 -5.992 1.116
H -1.775 -5.184 -1.159
H -2.139 -3.419 -2.818
H -2.581 -0.581 -4.191
H -1.675 -2.129 -4.494
H -0.261 0.011 -5.192
H 0.490 -1.176 -4.063
H 0.949 1.758 -4.379
H 1.758 3.910 -4.194
H 2.230 5.907 -2.879
H 1.898 5.907 -0.416
H 0.942 3.913 0.665
C -3.664 3.941 -0.050
As -3.671 1.979 -0.073
C -5.415 1.200 -0.273
C -2.687 1.635 1.581
S -2.701 1.678 -1.983
H -4.074 4.358 0.864
H -4.198 4.193 -0.961
H -2.628 4.110 -0.117
H -6.156 1.189 0.500
H -5.130 0.131 -0.491
H -5.849 1.736 -1.128
H -3.002 2.336 2.365
H -1.702 1.732 1.344
H -2.885 0.612 1.840
C 3.957 -1.354 3.579
N 3.085 -2.362 2.833
C 3.652 -2.590 1.460
N 3.889 -1.380 0.797
C 4.743 -0.485 1.554
N 4.132 -0.147 2.815
C 2.897 0.697 2.784
P 1.543 -0.146 1.861
C 1.721 -1.745 2.802
C 2.608 -0.717 0.398
H 4.930 -1.789 3.704
H 3.497 -1.200 4.590
H 3.120 -3.198 3.349
H 2.995 -3.244 0.964
H 4.590 -3.154 1.582
H 4.872 0.388 1.012
H 5.770 -0.869 1.688
H 3.198 1.669 2.356
H 2.557 0.835 3.791
H 1.118 -2.584 2.408
H 1.413 -1.600 3.822
H 2.800 0.164 -0.235
H 2.071 -1.433 -0.202

Charges computed using Mulliken, reported in e: number 1, Bi, carries 1.82; number 2, O, carries -0.57; number 3, C, carries 0.45; number 4, C, carries -0.44; number 5, C, carries -0.76; number 6, C, carries -0.69; number 7, C, carries -1.03; number 8, C, carries 0.15; number 9, C, carries 0.21; number 10, N, carries -0.24; number 11, C, carries -0.74; number 12, C, carries -0.78; number 13, N, carries -0.06; number 14, C, carries -0.26; number 15, C, carries 0.81; number 16, C, carries -1.02; number 17, C, carries -0.59; number 18, C, carries -0.85; number 19, C, carries -0.31; number 20, C, carries 0.14; number 21, O, carries -0.33; number 22, H, carries 0.44; number 23, H, carries 0.49; number 24, H, carries 0.47; number 25, H, carries 0.46; number 26, H, carries 0.37; number 27, H, carries 0.26; number 28, H, carries 0.47; number 29, H, carries 0.41; number 30, H, carries 0.32; number 31, H, carries 0.20; number 32, H, carries 0.33; number 33, H, carries 0.40; number 34, H, carries 0.53; number 35, H, carries 0.43; number 36, C, carries -1.10; number 37, As, carries 0.90; number 38, C, carries -0.97; number 39, C, carries -0.85; number 40, S, carries -0.48; number 41, H, carries 0.43; number 42, H, carries 0.40; number 43, H, carries 0.32; number 44, H, carries 0.44; number 45, H, carries 0.22; number 46, H, carries 0.36; number 47, H, carries 0.52; number 48, H, carries 0.24; number 49, H, carries 0.17; number 50, C, carries -0.78; number 51, N, carries 0.09; number 52, C, carries -0.89; number 53, N, carries 0.20; number 54, C, carries -0.98; number 55, N, carries 0.17; number 56, C, carries -1.02; number 57, P, carries 0.68; number 58, C, carries -1.07; number 59, C, carries -0.93; number 60, H, carries 0.39; number 61, H, carries 0.35; number 62, H, carries 0.30; number 63, H, carries 0.44; number 64, H, carries 0.34; number 65, H, carries 0.44; number 66, H, carries 0.27; number 67, H, carries 0.36; number 68, H, carries 0.47; number 69, H, carries 0.53; number 70, H, carries 0.50; number 71, H, carries 0.37; number 72, H, carries 0.65

> Among the records above, which one has the lowest lowest unoccupied orbital energy?

C25H35MgN5O